The following is a DFT calculation (ωB97M-V/def2-TZVPD) of a structure of composition C47H54BaClF6N3O4P2S2Sb2 in a non-equilibrium geometry.

Highest occupied orbital energy in hartree: -0.27188
Orbital gap in Eh: 0.262
Energy in eV: -145112.779
Molecular weight in g mol⁻¹: 1381.3

Structure (XYZ):
```
122
Properties=species:S:1:pos:R:3:forces:R:3
Ba 1.5839 -0.0747 0.5950 -8.59 17.82 -1.48
C -2.6266 -0.4927 2.5123 0.17 0.11 -0.11
C -1.4451 -0.2897 3.4476 0.01 0.10 -0.06
C -0.5518 -1.5260 3.6108 0.08 -0.19 -0.01
Sb 1.5081 -0.8766 3.4129 -1.27 -0.35 4.01
C 1.3882 -0.3855 5.4770 -0.04 0.31 0.00
C 0.9156 0.8769 5.8224 0.09 -0.02 0.04
C 0.5197 1.1394 7.1265 -0.06 0.06 0.05
C 0.6006 0.1437 8.0889 -0.02 0.03 0.09
C 1.1060 -1.1060 7.7592 -0.02 0.02 -0.08
C 1.4868 -1.3708 6.4509 0.06 -0.04 0.16
C 2.4941 -2.6808 3.8055 0.24 -0.36 -0.04
C 1.8801 -3.9173 3.6545 0.03 0.05 -0.13
C 2.6114 -5.0828 3.8318 -0.03 -0.03 -0.07
C 3.9659 -5.0138 4.1219 0.06 -0.13 0.00
C 4.5869 -3.7819 4.2725 0.04 0.08 -0.01
C 3.8457 -2.6191 4.1369 -0.09 0.00 -0.17
Sb -2.0499 -1.0687 0.4800 -1.50 -0.61 0.42
C -2.3973 -3.1906 0.9206 -0.07 0.02 0.23
C -3.5138 -3.5080 1.7001 0.04 0.18 0.03
C -3.7146 -4.7841 2.1981 -0.16 0.04 0.11
C -2.8084 -5.7961 1.9260 0.12 -0.10 -0.06
C -1.7387 -5.5292 1.0912 -0.05 0.04 0.01
C -1.5569 -4.2440 0.5944 -0.09 0.07 0.11
C -4.1356 -0.9298 -0.1208 0.25 0.28 -0.06
C -4.8223 -2.0024 -0.6796 0.08 -0.05 -0.19
C -6.1888 -1.9301 -0.9116 -0.02 0.04 0.00
C -6.8894 -0.7773 -0.5873 0.01 0.01 0.01
C -6.2096 0.3138 -0.0662 -0.07 0.04 -0.02
C -4.8420 0.2385 0.1530 0.12 0.01 -0.02
H -3.1765 0.4448 2.4133 -0.08 -0.03 -0.04
H -3.3066 -1.2495 2.9021 0.00 0.05 -0.08
H -1.8066 0.0171 4.4322 0.04 0.12 -0.04
H -0.8673 0.5636 3.0546 -0.05 0.03 0.17
H -0.8163 -2.3142 2.9072 0.06 0.02 -0.16
H -0.6493 -1.9613 4.6050 0.02 0.01 0.01
H 0.8474 1.6512 5.0646 -0.02 0.04 0.06
H 0.1350 2.1160 7.3926 0.00 0.01 -0.01
H 0.2564 0.3374 9.0970 0.07 0.04 0.02
H 1.1839 -1.8787 8.5138 -0.01 0.00 0.00
H 1.8473 -2.3568 6.1816 -0.02 0.02 0.10
H 0.8494 -3.9723 3.3192 -0.04 -0.05 0.18
H 2.1264 -6.0424 3.7019 0.04 -0.02 0.01
H 4.5472 -5.9240 4.2024 -0.02 0.00 0.06
H 5.6522 -3.7202 4.4572 -0.02 -0.05 0.09
H 4.3277 -1.6495 4.2205 0.08 -0.05 0.10
H -4.2462 -2.7390 1.9121 -0.03 -0.09 0.09
H -4.5827 -4.9895 2.8119 -0.01 0.03 0.01
H -2.9373 -6.7846 2.3473 -0.06 -0.01 -0.02
H -1.0416 -6.3122 0.8256 0.04 -0.03 -0.03
H -0.7557 -4.0746 -0.0817 0.60 0.08 -0.42
H -4.2915 -2.9123 -0.9337 -0.04 -0.01 0.05
H -6.7106 -2.7787 -1.3357 0.02 -0.01 -0.01
H -7.9596 -0.7286 -0.7415 0.00 0.01 -0.02
H -6.7471 1.2220 0.1762 0.01 0.01 -0.01
H -4.3189 1.1027 0.5478 -0.07 0.04 0.05
F 5.5625 -0.6524 -0.6002 -0.21 0.16 -0.01
C 5.2731 -1.7665 0.0520 0.52 0.22 -0.17
F 6.0724 -1.8749 1.1066 -0.09 0.00 0.15
F 5.4751 -2.7993 -0.7471 -0.17 -0.12 -0.07
S 3.5438 -1.7625 0.6836 6.00 -3.34 -0.80
O 3.4883 -0.6215 1.5362 3.83 -0.99 1.81
O 3.3306 -3.1032 1.1087 0.56 -0.30 1.32
N 2.6548 -1.5314 -0.5814 2.85 -3.65 -3.17
S 1.3751 -2.4129 -0.2908 -2.23 -4.26 -3.58
O 0.8895 -2.0837 1.0360 -1.32 -5.80 1.15
O 0.4048 -2.1419 -1.3025 0.22 -0.15 -0.29
C 1.9288 -4.1884 -0.6587 -0.02 -1.20 -1.02
F 1.8821 -5.0634 0.3140 -0.13 0.30 0.50
F 1.1091 -4.6145 -1.6242 -0.33 0.22 0.21
F 3.1335 -4.1597 -1.2060 0.08 0.20 0.20
C 2.4571 4.6355 -0.8778 -0.12 -0.50 -0.08
P 1.2106 3.3188 -1.1587 -0.32 -0.22 -0.17
C 0.7732 3.7703 -2.9117 -0.07 0.21 -0.23
N 0.6036 5.0424 -3.1952 -0.03 -0.10 0.02
C 0.4048 5.4140 -4.4811 0.04 -0.26 -0.20
C 0.1382 6.7633 -4.7992 -0.05 0.10 -0.07
C -0.0330 7.1275 -6.1051 0.00 0.09 0.18
C 0.0692 6.1738 -7.1398 0.04 -0.16 -0.09
C 0.3307 4.8621 -6.8575 -0.04 0.13 -0.14
C 0.4864 4.4563 -5.5145 -0.06 0.19 0.24
N 0.6937 3.1527 -5.2210 0.11 -0.23 -0.01
C 0.7801 2.7816 -3.9693 0.00 0.30 0.28
P 1.0565 0.9676 -3.6065 -0.07 -0.17 -0.39
C 2.5923 0.8280 -4.6215 -0.20 -0.08 0.17
C -0.2435 0.0981 -4.6925 0.01 0.31 0.10
C 0.2481 -1.3338 -4.9153 0.00 0.16 0.07
C -1.5039 0.0891 -3.8168 0.25 -0.01 -0.05
C -0.5623 0.7224 -6.0502 0.01 -0.15 0.08
C -0.3237 3.9070 -0.2135 0.21 -0.07 -0.18
C -0.6157 5.3986 -0.3506 -0.11 -0.23 0.11
C -1.4565 3.0182 -0.7522 0.31 0.44 0.13
C -0.0786 3.5499 1.2630 0.03 -0.07 -0.68
H 2.1595 5.5735 -1.3387 0.08 0.10 0.17
H 3.3886 4.2572 -1.3018 0.04 0.16 -0.10
H 2.6202 4.6670 0.1951 -0.02 0.37 0.05
H 0.0604 7.4763 -3.9890 0.04 0.01 0.01
H -0.2489 8.1581 -6.3555 0.00 0.00 0.01
H -0.0656 6.4938 -8.1647 0.01 -0.03 -0.01
H 0.4049 4.1153 -7.6369 0.00 -0.03 0.01
H 2.4395 1.2215 -5.6260 0.07 0.01 -0.01
H 2.8996 -0.2165 -4.6612 0.07 0.01 -0.03
H 3.3686 1.3984 -4.1096 0.06 0.00 -0.09
H 0.5471 -1.7859 -3.9737 0.11 -0.19 0.15
H 1.0884 -1.3598 -5.6109 0.01 -0.03 0.02
H -0.5565 -1.9388 -5.3412 -0.02 0.02 0.01
H -1.2937 -0.4356 -2.8828 -0.14 -0.05 0.06
H -2.3311 -0.4029 -4.3339 -0.03 -0.01 0.02
H -1.8031 1.1115 -3.5700 -0.10 -0.02 0.00
H 0.3404 0.9231 -6.6237 -0.01 0.02 -0.07
H -1.1074 1.6551 -5.9383 -0.02 0.05 -0.08
H -1.1835 0.0256 -6.6220 -0.03 -0.02 0.03
H -0.6627 5.7077 -1.3902 -0.01 0.05 -0.02
H 0.1664 5.9720 0.1479 -0.03 0.11 -0.01
H -1.5731 5.6353 0.1244 0.01 0.01 0.08
H -1.7258 3.3034 -1.7708 -0.03 -0.13 -0.05
H -2.3478 3.1147 -0.1267 -0.03 -0.09 0.03
H -1.0895 1.9856 -0.7366 -0.37 -0.08 -0.13
H 0.8628 3.9676 1.6112 -0.09 0.06 0.19
H 0.0334 2.4585 1.3198 -0.23 0.24 0.40
H -0.9060 3.9177 1.8738 -0.06 -0.16 0.06
Cl 2.8027 2.2326 1.1745 1.38 1.06 1.03
```
Forces are in eV/Å.

Löwdin population analysis, charges in e, atoms 1 to 2: 1.538 -0.352